{"formula": "C11H9BrIrN2O2", "method": "ωB97M-V/def2-TZVPD", "total_charge": 1, "multiplicity": 1, "e_homo_ev": -12.16, "relative_energy_kj_mol": 0.0, "symbols": ["Ir", "N", "N", "C", "O", "O", "H", "H", "H", "Br", "C", "C", "C", "C", "C", "C", "C", "C", "C", "C", "H", "H", "H", "H", "H", "H"], "xyz": [[0.480, 1.774, 1.030], [2.501, 2.028, 0.575], [2.574, 3.149, -0.282], [1.406, 3.703, -0.776], [1.386, 4.565, -1.593], [0.290, 3.218, -0.181], [3.064, 2.205, 1.406], [2.875, 1.210, 0.098], [3.446, 3.347, -0.746], [-1.962, 1.676, 1.313], [-2.134, -0.020, 0.455], [-3.365, -0.535, 0.196], [-3.440, -1.841, -0.331], [-2.301, -2.573, -0.515], [-1.027, -2.029, -0.224], [0.156, -2.800, -0.338], [1.369, -2.273, -0.004], [1.471, -0.919, 0.374], [0.359, -0.109, 0.480], [-0.926, -0.694, 0.230], [-4.265, 0.028, 0.401], [-4.408, -2.263, -0.557], [-2.358, -3.591, -0.878], [0.078, -3.826, -0.676], [2.264, -2.877, -0.055], [2.466, -0.554, 0.597]]}



{"formula": "C11H9F3O", "method": "ωB97M-V/def2-TZVPD", "multiplicity": 1, "e_homo_ev": -7.88, "smiles": "C/C(F)=C1/C=CC=C[C@@H]1C(F)=C=C(O)F", "relative_energy_kj_mol": 191.5, "symbols": ["C", "C", "F", "C", "C", "C", "C", "C", "C", "C", "F", "C", "C", "O", "F", "H", "H", "H", "H", "H", "H", "H", "H", "H"], "xyz": [[0.497, 2.245, 1.221], [0.258, 0.837, 1.545], [0.596, 0.496, 2.773], [-0.278, -0.035, 0.716], [-0.444, -1.451, 1.051], [-1.079, -2.215, 0.183], [-1.804, -1.737, -0.952], [-1.596, -0.492, -1.383], [-0.646, 0.437, -0.729], [0.586, 0.553, -1.620], [0.317, 1.268, -2.742], [1.792, 0.078, -1.415], [3.006, -0.300, -1.198], [3.506, -1.485, -1.491], [3.808, 0.579, -0.506], [0.772, 2.845, 2.094], [1.041, 2.160, 0.209], [-0.409, 2.755, 1.021], [0.002, -1.970, 1.925], [-1.104, -3.245, 0.408], [-2.524, -2.400, -1.360], [-1.924, -0.007, -2.305], [-1.219, 1.448, -0.877], [4.483, -1.663, -1.098]]}



Asked for LUMO across the records above, the calculation gives -5.28 0.45 eV in order.
Asked for molecular weight across the records above, the calculation gives 473.326 214.186 g/mol in order.